# 1
ORCA calculation (ωB97M-V/def2-TZVPD) on 21 unconnected molecules or ions with the total composition H42O21 at a distorted geometry.

Geometry as XYZ:
```
63
Properties=species:S:1:pos:R:3
O -2.89936 2.17755 -2.30348
H 0.64116 3.41436 -1.28403
O 1.32774 1.55899 1.49526
O 1.41753 4.75085 0.32779
O 0.29476 -3.99120 -3.27081
H -2.35391 -1.46522 -2.65368
O -2.04678 -0.74237 -2.26155
O 3.95548 1.56312 2.51697
H -2.97825 1.83429 1.68789
H -0.33561 0.30096 0.17934
O 0.91466 -4.24386 2.48301
H 3.95181 0.77891 1.84277
H 3.15554 -0.58211 -3.58052
H 2.29497 -4.13185 -1.31089
O 0.43332 -1.61866 0.42327
H -2.64817 1.32643 -1.87708
H 1.13149 1.81412 2.53256
O -0.08994 3.70397 2.34983
H 0.37464 1.95310 1.44562
H 1.34022 -3.52655 3.04658
H -3.97934 0.98995 -0.36730
H 2.17538 -1.76020 -3.75013
H 2.20999 -3.52633 0.08717
O 0.49995 1.25446 -3.19231
H 1.45444 3.97562 0.67083
H -0.47194 2.40301 -2.06988
H 2.85720 -0.63752 0.38378
O 3.47147 -0.15045 -1.02479
H 0.64482 1.15129 -4.13584
H -3.99545 2.03390 2.85234
H 4.82875 1.94898 2.24093
H -0.14440 -3.27019 -2.73340
H -2.25639 -4.05398 0.41401
H 0.06885 3.80625 3.41507
H 1.26535 -1.17729 0.79416
H 0.57452 5.03490 0.71299
O 1.95628 -3.39135 -0.80828
O 2.81255 -1.31809 -4.22752
H 0.12364 -3.75123 2.28170
H -5.23650 0.20970 -0.15069
H -3.91940 -2.57370 1.79861
O 2.77039 -0.69316 1.47605
H -3.73120 -1.39633 1.06627
H -3.79338 1.95620 -2.84341
O -4.92207 0.95436 -0.53535
H -0.95001 3.30830 2.06065
H 4.33862 0.24673 -0.58292
H 0.85961 -0.45977 2.74387
H -1.41318 -0.66695 -1.61237
H -1.40732 1.18908 -0.64989
H 3.08374 0.63739 -1.47888
H -0.62717 -0.61854 2.83046
O -0.13988 2.84917 -1.28792
O 0.18717 -0.20404 3.33859
O -1.81956 -3.32165 0.32864
O -1.09530 0.86369 0.12157
H -0.94342 -3.33040 0.70492
H 0.76450 -1.60954 -0.59495
H 0.22134 -4.73921 -2.81415
H 1.00394 2.02536 -2.90704
O -4.41512 -1.76309 1.59396
O -3.16797 2.50121 2.44863
H 2.37519 0.19863 1.61298
```

Output
- Charge: +1
- Expectation value of S²: 0.76
- M: 378.3 u
- Max |F|: 0.174 Eh/bohr
- Highest occupied orbital energy (alpha / beta): -13.87 / -13.87 eV
- ΔE to the lowest compared entry with this formula, charge and spin: 137.3 kcal per mole
- Multiplicity: 2
- E_LUMO (alpha / beta): -3.61 / -10.53 eV

What are the natural (NBO) partial charges on each atom? They are as follows, in elementary charge units: -0.96, 0.52, -0.74, -0.90, -0.93, 0.50, -0.97, -0.91, 0.46, 0.51, -0.91, 0.47, 0.45, 0.49, -1.00, 0.45, 0.55, -1.01, 0.54, 0.47, 0.44, 0.47, 0.49, -0.96, 0.44, 0.52, 0.51, -0.93, 0.51, 0.50, 0.48, 0.46, 0.47, 0.54, 0.48, 0.49, -0.97, -0.92, 0.45, 0.47, 0.47, -0.98, 0.46, 0.52, -0.91, 0.52, 0.51, 0.47, 0.48, 0.49, 0.50, 0.49, -0.86, -0.85, -0.95, -0.85, 0.48, 0.51, 0.46, 0.47, -0.93, -0.96, 0.48

---

# 2
ORCA calculation (ωB97M-V/def2-TZVPD) on a molecular structure, C16H26AuClO5P2 at a distorted geometry.

Geometry as XYZ:
```
51
Properties=species:S:1:pos:R:3
H 0.40375 2.14415 -2.09667
C 3.97734 1.22702 -0.19161
H -0.75142 1.10448 -3.00196
H -3.68469 1.09100 -1.97697
H 3.00117 -0.68260 0.59866
H -1.63197 -4.22231 1.59049
C -0.64313 2.02132 -2.41384
O 0.08946 1.50358 2.65014
C 2.47680 1.30182 -0.07387
H 6.66267 2.84473 -1.54519
C -6.65444 -2.02948 -0.11548
H 7.85727 0.84290 -0.59535
O 3.99543 -1.00101 0.69111
Au -1.18271 -0.02674 0.29833
H 1.59238 -2.44896 0.01684
O 1.92879 2.35799 -0.46084
H -2.44557 -3.39106 0.21102
H -7.22555 -1.69014 0.75259
O -4.68187 -1.41894 1.16109
H 0.27111 -2.94970 -1.08057
H 4.17636 3.05755 -1.24379
C -3.41663 1.99115 -1.40768
H -6.83267 -3.09933 -0.27710
C -1.27598 3.41788 -0.02265
C 0.28679 -2.00464 2.60500
C 6.77959 0.96210 -0.48809
Cl -4.20146 -2.12517 -1.31804
H -0.34046 -1.49323 3.34156
H 0.74182 -4.00956 0.28594
H 0.53860 -3.00862 2.96596
C 6.10686 2.08259 -1.00496
H -4.03970 2.04075 -0.50322
H -6.96797 -1.47689 -1.00608
H 1.20483 -1.42521 2.44929
H -1.84938 3.44716 0.90966
C 4.66643 0.08293 0.28779
H -3.58435 2.88955 -2.01907
H -0.96350 2.88400 -3.01089
C -5.19905 -1.79447 0.13212
H -1.54654 4.28096 -0.64423
O 1.89458 0.24636 0.39923
H -0.19772 3.43645 0.18801
C -0.33556 0.93226 1.74906
H 6.53084 -0.84475 0.71438
H -2.73116 -2.80935 1.86619
P -0.57622 -2.13427 1.01863
C 4.72801 2.21516 -0.83385
P -1.66877 1.89783 -0.92919
C -1.98260 -3.25632 1.19837
C 6.07199 0.00743 0.22496
C 0.62820 -2.96835 -0.04522
```

Output
- Charge: +2
- Expectation value of S²: 2.03
- M: 592.7 u
- Max |F|: 0.109 Eh/bohr
- Highest occupied orbital energy (alpha / beta): -15.45 / -15.62 eV
- ΔE to the lowest compared entry with this formula, charge and spin: 0.0 kcal per mole
- Multiplicity: 3
- E_LUMO (alpha / beta): -6.50 / -8.98 eV

What are the natural (NBO) partial charges on each atom? They are as follows, in elementary charge units: 0.30, -0.18, 0.26, 0.27, 0.51, 0.27, -0.96, -0.36, 0.78, 0.25, -0.73, 0.26, -0.53, 0.79, 0.26, -0.67, 0.27, 0.26, -0.53, 0.26, 0.27, -0.95, 0.27, -0.97, -0.96, -0.19, -0.10, 0.26, 0.27, 0.27, -0.04, 0.27, 0.26, 0.26, 0.25, 0.44, 0.27, 0.27, 0.58, 0.27, -0.81, 0.29, 0.48, 0.26, 0.28, 0.96, -0.13, 0.96, -0.96, -0.16, -0.95